{"formula": "C44H48I2O14", "method": "wB97M-V/def2-TZVPD", "lumo_energy_ha": -0.063, "total_energy_ev": -91270.7350, "charge": 0, "orbital_gap_ev": 6.82, "symbols": ["C", "C", "C", "O", "H", "H", "C", "H", "C", "H", "C", "H", "C", "O", "C", "H", "H", "H", "C", "H", "C", "H", "C", "O", "C", "C", "H", "C", "C", "I", "H", "C", "I", "C", "H", "C", "H", "H", "O", "H", "C", "H", "H", "H", "C", "O", "C", "H", "O", "C", "H", "C", "C", "C", "H", "H", "C", "O", "H", "H", "H", "H", "H", "H", "O", "C", "H", "H", "O", "C", "C", "H", "H", "H", "C", "O", "C", "C", "H", "C", "H", "H", "C", "H", "H", "H", "O", "H", "H", "C", "C", "O", "H", "C", "C", "O", "C", "H", "C", "H", "C", "H", "C", "C", "O", "H", "C", "H"], "xyz": [[-0.37488, -0.41445, -5.59215], [3.81670, 2.73599, 2.18335], [3.73862, 1.37362, 1.53972], [-2.10052, -1.25691, -9.17545], [-1.80656, 1.21862, -5.47625], [4.46070, -1.79048, 2.29931], [-2.77115, 0.61979, 1.40457], [-1.19480, -4.34382, 5.08466], [-3.14185, 2.49065, -0.18824], [-1.77743, 3.44934, -12.02423], [-1.32224, -1.20776, 8.75828], [-3.85143, 2.06570, 2.80650], [-4.31985, 6.30990, -10.12871], [-4.86052, 7.39436, -10.02740], [-0.16659, -4.40732, 5.45113], [2.60810, 5.02648, 2.35019], [3.85742, 3.55696, 1.48611], [-2.05616, -0.48582, 9.11860], [2.09643, -5.16964, 2.53401], [-1.42220, -3.84187, 8.49027], [0.12697, -1.54709, -6.43783], [-4.26707, 3.29029, -8.39093], [-0.42713, -1.83659, -7.62236], [-2.65486, 2.60112, -10.34548], [2.74057, 2.30267, -0.54773], [-1.46825, 0.39483, -6.09100], [1.95626, -5.85683, 1.69524], [3.57922, -2.63162, -0.03511], [-0.03788, -0.39763, 8.41595], [5.62697, 2.98342, 3.35597], [-3.23013, 0.40299, -8.65021], [-2.47757, 1.71108, -1.21985], [2.82686, 2.55920, 5.17109], [1.91289, 4.33876, 2.82394], [0.53447, -4.20683, 7.46041], [1.71451, 1.95625, -1.56613], [3.52764, -2.73401, -1.11012], [-3.19171, 6.72657, -11.94439], [0.16882, -0.22473, -4.51580], [4.52842, 0.34982, 3.26298], [-2.86117, 4.74373, -11.25861], [2.80586, -3.13999, 2.82553], [4.52491, -3.08933, 0.27068], [0.07842, -4.39154, 2.39252], [2.65157, -0.26514, -1.66614], [2.99493, -1.13321, -2.45653], [2.46039, -3.43461, 0.68420], [-0.07769, -2.65099, -8.24073], [-1.40810, -0.33451, -1.85517], [-4.06645, 4.04683, -9.13688], [1.81011, 2.19140, 2.74154], [2.52029, 2.94352, 3.07142], [0.73002, -4.84581, 3.14124], [1.65586, 0.75404, -2.11906], [0.82611, -0.13253, 10.39942], [-1.77536, -1.15558, 0.63138], [-1.90943, -1.97232, 7.55903], [-3.02127, 0.81369, -7.78769], [-0.00385, -5.46906, 5.65412], [2.69314, -5.70655, 3.27697], [1.01697, 2.71642, -1.90190], [-1.10095, -1.89295, 9.57668], [2.24480, -4.32085, 0.08805], [1.83804, -3.86649, 4.76306], [-2.29871, 2.11216, -2.35564], [-1.54063, -1.04235, -8.11886], [1.59214, -2.78643, 0.81809], [1.12030, -1.71830, 9.70846], [-2.01792, 4.37500, -12.21895], [3.25007, 1.15930, 0.28350], [3.62068, -1.20149, 0.44403], [0.41345, -2.66626, 6.63948], [1.51484, 4.72601, 3.75795], [-2.23801, -3.98861, 6.95269], [-4.60811, 5.27077, -9.08278], [-5.43143, 5.64701, -8.10972], [1.05610, -0.65633, 9.47090], [0.81563, -3.92806, 4.38904], [-5.67774, 6.57045, -8.30924], [-1.98768, 0.33596, -0.86714], [0.32979, -0.63484, 7.42004], [1.36292, -1.83147, -5.07392], [-2.12704, -0.16840, 0.36625], [-1.70144, -1.46936, 6.61141], [0.94093, 0.48107, -2.88376], [-0.25571, 0.66964, 8.45635], [-2.91907, 0.23230, 2.54801], [-2.99549, -1.95299, 7.68485], [1.06217, 4.22913, 2.14869], [-1.45097, -3.43998, 7.47545], [-3.28482, 1.98529, 1.04452], [-3.88427, 2.65133, 2.02576], [0.47672, -2.93987, 4.06854], [3.18582, -0.11671, -0.27244], [-3.17084, 3.69752, -10.22719], [1.14771, -2.23728, -5.93698], [4.10024, -0.96025, 1.71162], [-3.50508, 3.47241, -0.45737], [2.87686, -3.93263, 2.08262], [3.93228, -4.22091, 2.03931], [-2.02233, 0.10917, -7.27899], [0.26076, -5.78382, 3.44563], [-0.08894, -3.62392, 6.77693], [4.15308, 0.27271, 2.25426], [3.12036, 3.46181, -0.46233], [-1.43279, 0.25963, -2.63156], [-3.40506, 5.96613, -11.20670], [2.00830, -0.28115, 9.09327]]}